1.
{
  "formula": "C4H7N2O",
  "method": "ωB97M-V/def2-TZVPD",
  "elements": ["C", "N", "C", "O", "C", "N", "C", "H", "H", "H", "H", "H", "H", "H"],
  "xyz": [[0.0394, -1.6074, -0.3536], [1.2401, -1.5686, -0.0059], [1.8921, -0.4083, 0.4268], [2.1867, 0.4771, -0.5592], [1.1738, 0.8961, 0.2235], [-0.2651, 0.8760, -0.3523], [-0.9515, -0.4284, -0.1700], [-0.2103, -2.6491, -0.6969], [2.4398, -0.7512, 1.3110], [1.2266, 1.7318, 0.8874], [-0.1676, 1.0944, -1.3902], [-0.7835, 1.5531, 0.1029], [-1.7830, -0.4060, -0.8187], [-1.2212, -0.4080, 0.9994]],
  "charge": 1,
  "homo_lumo_gap_ev": 10.2,
  "spin_multiplicity": 1,
  "smiles": "C1=N[C@H]2O[C@H]2[NH2+]C1"
}


2.
{
  "formula": "C5H12NO",
  "method": "ωB97M-V/def2-TZVPD",
  "elements": ["N", "C", "C", "C", "C", "C", "O", "H", "H", "H", "H", "H", "H", "H", "H", "H", "H", "H", "H"],
  "xyz": [[-0.5227, -1.9308, 2.0636], [-1.0982, -1.4695, 0.7260], [-0.1848, -0.7806, 0.0321], [-0.4546, -0.1501, -1.3231], [0.6889, 0.9397, -1.5370], [0.6231, 2.1013, -0.5833], [0.5554, 1.5987, 0.7801], [-1.2907, -2.1183, 2.7029], [-0.0400, -1.0846, 2.3723], [0.1124, -2.7065, 1.9329], [-2.1035, -1.6960, 0.4672], [0.8845, -0.8607, 0.2979], [-1.4286, 0.2819, -1.2076], [-0.1922, -0.9277, -2.1244], [0.3449, 1.3007, -2.5299], [1.6024, 0.4195, -1.8442], [-0.3400, 2.5608, -0.7921], [1.4466, 2.7798, -0.6568], [1.3971, 1.7425, 1.2234]],
  "charge": 1,
  "homo_lumo_gap_ev": 10.2,
  "spin_multiplicity": 1,
  "smiles": "[NH3+]/C=C/CCCO"
}


3.
{
  "formula": "C3H6NO2",
  "method": "ωB97M-V/def2-TZVPD",
  "elements": ["C", "C", "N", "H", "H", "H", "H", "H", "O", "C", "O", "H"],
  "xyz": [[2.5171, 0.1897, 2.4346], [1.2398, 0.2677, 2.0096], [0.7890, -0.4094, 0.8730], [3.2281, -0.4830, 1.8032], [2.9351, 1.0250, 2.9350], [0.7813, 1.1256, 2.4542], [1.5289, -0.9050, 0.4829], [0.0960, -0.1061, 0.1063], [-0.5782, 0.4718, -1.5218], [-1.8200, 0.2652, -1.6746], [-2.3171, -0.8365, -2.1670], [-2.5520, 0.7915, -0.9992]],
  "charge": -1,
  "homo_lumo_gap_ev": 8.3,
  "spin_multiplicity": 1
}


4.
{
  "formula": "C61H68F3NO4",
  "method": "ωB97M-V/def2-TZVPD",
  "elements": ["C", "C", "C", "N", "C", "O", "O", "C", "C", "C", "O", "C", "C", "F", "F", "F", "C", "C", "C", "O", "C", "C", "C", "C", "C", "C", "C", "H", "H", "H", "H", "H", "H", "H", "H", "H", "H", "H", "H", "H", "H", "H", "H", "H", "H", "H", "H", "H", "H", "H", "H", "H", "H", "C", "C", "C", "C", "C", "C", "H", "H", "H", "H", "H", "H", "C", "C", "C", "C", "C", "C", "H", "H", "H", "H", "H", "H", "C", "C", "C", "C", "C", "C", "H", "H", "H", "H", "H", "H", "C", "C", "C", "C", "C", "C", "H", "H", "H", "H", "H", "H", "C", "C", "C", "C", "C", "C", "H", "H", "H", "H", "H", "H", "C", "C", "C", "C", "C", "C", "H", "H", "H", "H", "H", "H", "C", "C", "C", "C", "C", "C", "H", "H", "H", "H", "H", "H"],
  "xyz": [[1.2261, -3.9384, 2.4995], [0.2203, -4.0685, 1.2958], [0.4112, -5.1171, 0.1545], [-0.8011, -3.2596, 1.2256], [-1.6360, -3.3861, 2.3715], [-1.7324, -4.4569, 2.9503], [-2.3442, -2.3113, 2.8989], [-3.2658, -1.7504, 1.9027], [-3.0027, -0.1837, 1.9118], [-2.2401, 0.2849, 0.6100], [-0.9744, -0.4040, 0.4720], [-0.2717, 0.2969, -0.5445], [1.0581, -0.4090, -0.9870], [2.1253, 0.2268, -0.3219], [1.0620, -1.7531, -0.8162], [1.2336, -0.1048, -2.3307], [-4.7315, -2.1312, 2.3585], [-5.5849, -2.7605, 1.1714], [-4.8320, -4.0763, 0.7224], [-6.9396, -2.9468, 1.5658], [-7.7506, -3.4507, 0.5056], [-9.2262, -2.9768, 0.5588], [-9.9838, -3.0643, -0.7037], [-11.3644, -2.6250, -0.8098], [-12.0304, -2.1019, 0.3761], [-11.3076, -2.0390, 1.6458], [-9.9053, -2.4682, 1.7350], [2.2799, -3.8126, 2.1533], [0.8710, -3.1176, 3.1683], [1.1235, -4.8972, 3.0872], [0.5859, -4.6278, -0.8451], [1.2546, -5.7959, 0.4316], [-0.5641, -5.6689, 0.0437], [-3.0059, -2.1124, 0.8776], [-2.4524, 0.1631, 2.8203], [-4.0107, 0.3060, 1.8636], [-2.8860, 0.0903, -0.3006], [-2.0464, 1.3951, 0.6085], [0.0208, 1.3253, -0.1866], [-0.9221, 0.3494, -1.4676], [-5.2574, -1.2920, 2.8753], [-4.6088, -2.9761, 3.0973], [-5.5364, -1.9840, 0.3445], [-5.4632, -4.8118, 0.1695], [-4.0233, -3.7579, 0.0035], [-4.3445, -4.5284, 1.6273], [-7.3249, -3.1495, -0.4930], [-7.7072, -4.5812, 0.5376], [-9.4748, -3.4726, -1.6073], [-11.8939, -2.7068, -1.7831], [-13.0871, -1.7630, 0.3108], [-11.8758, -1.6542, 2.5208], [-9.3514, -2.3970, 2.6991], [-0.9143, -4.1078, 6.5357], [-0.4171, -4.0868, 7.8337], [-0.1843, -5.2790, 8.5092], [-0.4528, -6.4929, 7.8882], [-0.9586, -6.5134, 6.5933], [-1.1881, -5.3211, 5.9159], [-1.0899, -3.1779, 6.0062], [-0.2099, -3.1394, 8.3193], [0.2067, -5.2623, 9.5202], [-0.2689, -7.4228, 8.4138], [-1.1736, -7.4602, 6.1107], [-1.5803, -5.3360, 4.9058], [5.9897, -2.3059, -3.7884], [6.2271, -0.9785, -3.4531], [5.2920, -0.2712, -2.7068], [4.1161, -0.8896, -2.2980], [3.8747, -2.2152, -2.6431], [4.8117, -2.9236, -3.3859], [6.7221, -2.8590, -4.3647], [7.1427, -0.4945, -3.7731], [5.4796, 0.7634, -2.4430], [3.3790, -0.3523, -1.7214], [2.9547, -2.6971, -2.3319], [4.6238, -3.9575, -3.6521], [5.3152, -4.8553, 10.2223], [4.8097, -4.1042, 11.2763], [3.5995, -3.4360, 11.1363], [2.8965, -3.5157, 9.9401], [3.4063, -4.2594, 8.8831], [4.6147, -4.9305, 9.0243], [6.2560, -5.3818, 10.3340], [5.3593, -4.0401, 12.2084], [3.2037, -2.8528, 11.9597], [1.9511, -2.9967, 9.8315], [2.8604, -4.3168, 7.9481], [5.0112, -5.5125, 8.2005], [2.1568, 4.0574, -2.6516], [2.1748, 2.7207, -3.0318], [2.2011, 2.3802, -4.3788], [2.2049, 3.3771, -5.3468], [2.1776, 4.7139, -4.9672], [2.1551, 5.0543, -3.6200], [2.1430, 4.3227, -1.6006], [2.1698, 1.9451, -2.2788], [2.2188, 1.3371, -4.6744], [2.2279, 3.1120, -6.3974], [2.1746, 5.4918, -5.7227], [2.1363, 6.0973, -3.3242], [-0.2030, -1.5636, -4.8689], [-1.0172, -1.9225, -5.9364], [-0.4516, -2.2527, -7.1620], [0.9287, -2.2200, -7.3214], [1.7422, -1.8524, -6.2563], [1.1769, -1.5256, -5.0297], [-0.6439, -1.3124, -3.9110], [-2.0940, -1.9456, -5.8129], [-1.0866, -2.5357, -7.9935], [1.3701, -2.4800, -8.2764], [2.8188, -1.8211, -6.3815], [1.8111, -1.2420, -4.2005], [1.6626, 9.3291, -3.2088], [1.9218, 10.6554, -2.8870], [0.9978, 11.3846, -2.1486], [-0.1880, 10.7882, -1.7355], [-0.4508, 9.4642, -2.0654], [0.4751, 8.7345, -2.8006], [2.3867, 8.7584, -3.7796], [2.8457, 11.1209, -3.2116], [1.2014, 12.4184, -1.8946], [-0.9075, 11.3560, -1.1574], [-1.3779, 9.0004, -1.7485], [0.2716, 7.7008, -3.0566], [4.6695, 9.5311, -5.9474], [5.2557, 10.7894, -6.0103], [6.5290, 10.9898, -5.4914], [7.2147, 9.9324, -4.9055], [6.6248, 8.6764, -4.8344], [5.3531, 8.4749, -5.3565], [3.6787, 9.3733, -6.3580], [4.7197, 11.6147, -6.4649], [6.9875, 11.9705, -5.5435], [8.2088, 10.0880, -4.5031], [7.1572, 7.8531, -4.3723], [4.8938, 7.4941, -5.3030]],
  "charge": 0,
  "homo_lumo_gap_ev": 9.1,
  "spin_multiplicity": 1,
  "smiles": "CC(C)=NC(=O)O[C@H](CCOCC(F)(F)F)C[C@@H](C)OCc1ccccc1.c1ccccc1.c1ccccc1.c1ccccc1.c1ccccc1.c1ccccc1.c1ccccc1.c1ccccc1"
}


| no. | electronic energy (Ha) |
| --- | --- |
| 1 | -341.0027 |
| 2 | -327.3929 |
| 3 | -323.1469 |
| 4 | -3020.3797 |